Record 1
A cluster of 5 separate species, C15H40O15S5 in total. Source: the OMol25 dataset; level of theory: ωB97M-V with the def2-TZVPD basis set.

```
75
Properties=species:S:1:pos:R:3:lowdin_charge:R:1
O 4.169 -0.437 -2.722 -0.272
S 5.479 -0.223 -3.267 0.642
O 6.362 0.722 -2.637 -0.266
O 6.123 -1.662 -3.045 -0.243
C 6.500 -2.047 -1.721 -0.267
C 7.072 -3.311 -1.861 -0.058
C 5.310 0.086 -4.949 -0.065
H 5.665 -1.792 -1.002 0.145
H 7.131 -1.267 -1.305 0.123
H 7.993 -3.381 -2.066 0.032
H 6.629 -4.005 -2.590 0.131
H 6.976 -3.788 -1.059 0.025
H 5.161 -0.708 -5.388 -0.006
H 6.194 0.296 -5.471 0.095
H 4.729 0.768 -5.192 0.012
O 0.639 -2.865 -1.815 -0.280
S -0.534 -2.176 -1.265 0.611
O -0.686 -2.229 0.123 -0.273
O -0.419 -0.573 -1.608 -0.194
C 0.863 -0.162 -1.781 -0.305
C 0.809 1.320 -1.942 -0.029
C -2.014 -2.803 -1.910 -0.136
H 1.499 -0.622 -2.426 0.091
H 1.309 -0.222 -0.920 0.055
H 0.422 1.862 -1.281 -0.015
H 0.248 1.653 -2.779 0.089
H 1.772 1.686 -2.021 0.060
H -2.769 -2.382 -1.340 0.019
H -2.026 -3.894 -1.891 0.084
H -2.299 -2.617 -3.035 0.130
O -7.300 -1.434 -3.009 -0.278
S -7.107 -0.373 -2.066 0.612
O -7.004 0.986 -2.508 -0.274
O -8.320 -0.470 -0.939 -0.257
C -8.867 -1.781 -0.837 -0.319
C -9.882 -1.729 0.249 -0.081
C -5.622 -0.532 -1.130 -0.126
H -7.912 -2.383 -0.646 0.127
H -9.364 -2.223 -1.780 0.144
H -9.347 -1.337 1.027 0.048
H -10.189 -2.646 0.677 0.061
H -10.961 -1.404 -0.032 0.131
H -4.816 -0.742 -1.770 0.041
H -5.740 -1.350 -0.185 0.152
H -5.503 0.279 -0.527 0.021
O -0.445 1.876 5.803 -0.306
S -0.434 3.097 5.001 0.653
O 0.784 3.932 4.919 -0.301
O -0.673 2.657 3.447 -0.305
C -0.472 1.295 3.023 -0.250
C -0.754 1.278 1.509 -0.045
C -1.775 4.048 5.557 -0.127
H -1.089 0.607 3.729 0.150
H 0.592 1.269 3.299 0.096
H -1.756 1.713 1.415 0.074
H -0.834 0.149 1.125 0.112
H -0.146 1.921 0.886 0.057
H -2.698 3.686 5.664 0.022
H -1.853 4.865 4.832 0.084
H -1.477 4.302 6.625 0.117
O 4.679 2.174 1.697 -0.290
S 3.240 2.201 1.408 0.601
O 2.844 2.184 0.053 -0.250
O 2.667 0.922 2.163 -0.272
C 3.239 -0.305 1.882 -0.294
C 2.259 -1.476 1.887 -0.058
C 2.676 3.633 2.151 -0.098
H 3.997 -0.527 2.679 0.137
H 3.624 -0.194 0.763 0.155
H 2.609 -2.349 1.410 0.059
H 1.286 -1.061 1.317 0.100
H 1.864 -1.869 2.804 0.065
H 3.105 4.433 1.518 0.118
H 2.873 3.617 3.109 0.019
H 1.695 3.829 1.970 0.040
```

The value obtained for the frontier orbital gap is 10.47 eV. Its energy above the lowest of the compared OMol25 structures with the same formula, charge and spin is 10.178 eV. Its structure (SMILES) is CCOS(C)(=O)=O.CCOS(C)(=O)=O.CCOS(C)(=O)=O.CCOS(C)(=O)=O.CCOS(C)(=O)=O. The calculation puts the maximum force at 0.1900 Eh/bohr. The value obtained for the HOMO energy is -10.300 eV. For the LUMO energy, the calculation gives 0.17 eV.

=====

Record 2
A structure of composition C15H41Mn2N3O17S3. Source: the OMol25 dataset; level of theory: ωB97M-V with the def2-TZVPD basis set.

```
81
Properties=species:S:1:pos:R:3:lowdin_charge:R:1
Mn -12.524 -9.201 -2.709 1.108
Mn -15.461 -10.156 -4.783 0.930
N -15.228 -7.643 -2.587 -0.496
O -15.197 -6.443 -2.723 0.056
O -15.865 -8.445 -3.319 -0.065
O -14.309 -8.176 -1.874 -0.136
N -14.584 -11.692 -2.048 -0.563
O -14.759 -12.666 -1.295 0.059
O -15.287 -11.528 -3.033 -0.058
O -13.645 -10.919 -1.942 -0.103
O -13.509 -9.509 -4.537 -0.420
H -12.741 -9.673 -5.119 -0.003
O -17.381 -10.136 -5.254 -0.439
H -18.120 -9.506 -5.356 -0.047
C -10.265 -6.656 -5.825 -0.073
C -11.073 -7.658 -4.995 -0.226
N -11.088 -7.453 -3.467 -0.209
C -11.808 -6.171 -3.112 -0.231
C -12.107 -5.760 -1.666 -0.078
C -9.730 -7.392 -2.809 -0.230
C -8.925 -8.662 -3.040 -0.082
H -9.210 -6.608 -5.553 0.073
H -10.677 -5.648 -5.852 0.074
H -10.282 -6.931 -6.879 0.084
H -12.116 -7.545 -5.293 0.093
H -10.788 -8.655 -5.331 0.106
H -11.300 -5.344 -3.607 0.115
H -12.751 -6.227 -3.657 0.101
H -11.315 -5.357 -1.035 0.071
H -12.995 -5.128 -1.687 0.074
H -12.476 -6.664 -1.180 0.049
H -9.922 -7.288 -1.741 0.113
H -9.206 -6.527 -3.214 0.119
H -8.711 -8.910 -4.080 0.076
H -9.265 -9.541 -2.493 0.069
H -7.964 -8.515 -2.547 0.081
O -15.604 -8.533 -9.348 -0.277
S -15.878 -8.252 -7.958 0.725
O -15.395 -9.211 -6.927 -0.363
O -15.604 -6.686 -7.585 -0.251
C -15.512 -6.297 -6.222 -0.310
C -15.275 -4.834 -6.046 -0.059
C -17.782 -8.030 -7.946 -0.070
H -14.865 -6.894 -5.580 0.097
H -16.473 -6.448 -5.730 0.117
H -15.567 -4.430 -5.077 0.090
H -15.773 -4.399 -6.912 0.087
H -14.227 -4.570 -6.188 0.073
H -18.234 -8.965 -8.279 0.066
H -18.060 -7.279 -8.685 0.066
H -18.129 -7.864 -6.926 0.046
O -18.723 -10.371 0.920 -0.282
S -19.573 -10.684 -0.168 0.641
O -20.861 -11.407 -0.078 -0.307
O -19.853 -9.375 -1.054 -0.266
C -18.713 -8.578 -1.386 -0.307
C -19.142 -7.139 -1.472 -0.050
C -18.527 -11.562 -1.415 -0.086
H -18.374 -9.095 -2.283 0.093
H -17.798 -8.690 -0.804 0.106
H -19.402 -6.844 -0.455 0.086
H -20.070 -7.029 -2.033 0.080
H -18.378 -6.555 -1.985 0.077
H -18.835 -12.608 -1.411 0.068
H -17.470 -11.453 -1.171 0.054
H -18.789 -11.124 -2.378 0.060
O -13.281 -3.123 0.387 -0.315
S -13.241 -3.639 1.764 0.704
O -13.494 -2.733 2.859 -0.288
O -14.402 -4.866 2.017 -0.260
C -14.715 -5.747 0.931 -0.305
C -16.160 -6.195 1.042 -0.043
C -11.639 -4.637 1.981 -0.087
H -13.991 -6.556 1.024 0.111
H -14.477 -5.382 -0.069 0.083
H -16.139 -6.589 2.058 0.084
H -16.473 -7.052 0.446 0.064
H -16.913 -5.420 0.905 0.089
H -11.459 -4.985 2.998 0.067
H -10.804 -3.975 1.753 0.061
H -11.647 -5.450 1.254 0.034
```

As for the multiplicity: 11. The value obtained for the frontier orbital gap (alpha / beta) is 7.63 / 7.45 eV. The calculation puts the maximum force at 0.0840 Eh/bohr. The value obtained for the HOMO energy (alpha / beta) is -8.768 / -9.085 eV. For the LUMO energy (alpha / beta), the calculation gives -1.14 / -1.64 eV.

=====

Record 3
A structure of composition C15H41MnNO11S3. Source: the OMol25 dataset; level of theory: ωB97M-V with the def2-TZVPD basis set.

```
72
Properties=species:S:1:pos:R:3:lowdin_charge:R:1
Mn -6.763 21.840 9.847 0.901
O -5.356 20.418 10.241 -0.442
H -4.845 21.082 10.745 -0.097
O -6.039 23.591 9.781 -0.422
H -5.498 24.190 9.231 -0.041
C -2.419 21.726 8.592 -0.042
C -3.349 21.887 7.405 -0.203
N -2.887 22.175 6.072 0.058
C -4.031 22.115 5.136 -0.155
C -3.758 22.640 3.681 -0.024
C -2.136 23.462 6.030 -0.185
C -2.925 24.675 6.374 -0.054
H -1.599 21.019 8.467 0.090
H -2.983 21.357 9.449 0.070
H -1.786 22.532 8.965 0.080
H -3.920 20.971 7.252 0.139
H -4.179 22.531 7.696 0.127
H -4.364 21.077 5.142 0.139
H -4.777 22.703 5.671 0.108
H -3.424 23.675 3.743 0.069
H -2.995 21.938 3.344 0.089
H -4.569 22.658 2.953 0.090
H -1.660 23.661 5.070 0.126
H -1.267 23.401 6.684 0.134
H -2.371 25.564 6.070 0.109
H -3.012 24.761 7.457 0.079
H -3.966 24.734 6.055 0.078
O -8.665 22.772 9.267 -0.374
S -9.846 23.163 8.496 0.714
O -10.794 24.140 8.962 -0.240
O -9.190 23.643 7.062 -0.278
C -8.260 24.713 7.010 -0.240
C -7.391 24.476 5.743 -0.047
C -10.801 21.698 7.810 -0.060
H -7.582 24.761 7.862 0.095
H -8.870 25.616 7.016 0.132
H -7.943 24.590 4.810 0.080
H -7.108 23.428 5.648 0.061
H -6.516 25.126 5.771 0.068
H -11.223 21.184 8.673 0.074
H -10.046 21.118 7.279 0.064
H -11.567 22.057 7.123 0.077
O -7.997 28.280 11.660 -0.293
S -8.291 27.214 10.729 0.678
O -9.479 27.142 9.880 -0.295
O -6.923 27.109 9.849 -0.273
C -5.680 27.243 10.498 -0.308
C -4.639 27.118 9.467 -0.079
C -8.168 25.556 11.666 -0.071
H -5.609 26.366 11.141 0.103
H -5.548 28.152 11.085 0.133
H -4.549 28.105 9.014 0.089
H -4.753 26.371 8.682 0.058
H -3.646 26.911 9.866 0.086
H -7.942 24.815 10.899 0.023
H -9.101 25.395 12.205 0.080
H -7.272 25.734 12.260 0.036
O -6.816 22.236 12.078 -0.357
S -6.083 22.766 13.258 0.701
O -6.469 23.908 14.027 -0.270
O -5.834 21.513 14.296 -0.270
C -5.184 21.701 15.610 -0.233
C -5.261 20.485 16.523 -0.058
C -4.318 23.103 12.804 -0.084
H -5.851 22.428 16.073 0.110
H -4.190 22.141 15.539 0.118
H -6.248 20.035 16.416 0.089
H -5.114 20.733 17.574 0.085
H -4.423 19.814 16.331 0.077
H -4.098 23.797 13.615 0.064
H -4.270 23.560 11.815 0.047
H -3.743 22.178 12.764 0.073
```

As for the multiplicity: 7. The charge is +1. The value obtained for the frontier orbital gap (alpha / beta) is 8.52 / 4.54 eV. The calculation puts the maximum force at 0.0783 Eh/bohr. The value obtained for the HOMO energy (alpha / beta) is -10.894 / -11.652 eV. For the LUMO energy (alpha / beta), the calculation gives -2.38 / -7.11 eV.